C13H26AlBrNO4 | ωB97M-V with the def2-TZVPD basis set

Its energy above the lowest of the compared OMol25 structures with the same formula, charge and spin is 308.3 kJ/mol. Its maximum force is 0.0887 hartree/bohr. The HOMO energy is -4.455 eV. For the orbital gap, the calculation gives 7.31 eV. For the total energy, the calculation gives -3683.06704 Eh. As for the total charge: -1.

Last column: Mulliken charge in e.
Atoms and positions in Å:
C  -3.96321  0.25597  -1.98887  -0.86
N  -3.44250  -0.81225  -1.09558  -0.23
C  -2.01814  -1.18639  -1.41230  -0.58
Al  -0.81262  -0.28356  -0.00137  -0.94
C  0.78998  0.49700  -1.07802  -0.48
C  1.66587  -0.81060  -1.51019  -0.08
C  2.68561  -0.52594  -2.71025  -0.76
O  3.21637  0.83180  -2.74577  -0.32
C  4.36461  0.88901  -1.89222  0.69
C  5.76263  1.29737  -2.57004  -0.89
O  4.33486  0.62549  -0.67381  -0.48
C  -1.76891  1.11104  1.14850  -0.58
C  -2.70863  0.28167  2.19459  -0.04
C  -3.90775  1.15453  2.77744  0.27
O  -5.11925  0.80705  2.73046  -0.60
O  -3.54003  2.38544  3.41430  -0.45
C  0.06037  -1.66245  1.29668  -0.53
C  1.22471  -0.89798  2.08738  0.13
C  0.75751  -0.38831  3.55663  -1.07
Br  2.83912  -2.10546  2.30151  -0.29
H  -3.59103  1.30126  -1.68588  0.21
H  -5.10167  0.27884  -1.84696  0.32
H  -3.74937  0.09411  -3.09943  0.31
H  -4.00465  -1.64778  -1.31060  0.25
H  -1.78842  -0.81867  -2.48753  0.13
H  -1.83092  -2.32005  -1.42827  0.29
H  0.43933  1.10449  -1.97754  0.44
H  1.41483  1.17483  -0.39620  0.18
H  0.87606  -1.61650  -1.75695  0.38
H  2.19747  -1.14337  -0.55940  -0.16
H  3.58634  -1.23419  -2.54978  0.32
H  2.19765  -0.86238  -3.68215  0.35
H  5.58009  2.13931  -3.33296  0.28
H  6.40228  1.74618  -1.72433  0.28
H  6.28362  0.39226  -3.02344  0.23
H  -1.08396  1.76857  1.78315  0.43
H  -2.48478  1.76170  0.53903  0.35
H  -3.16946  -0.57809  1.58122  0.15
H  -2.01084  -0.14180  2.98679  0.15
H  -4.00289  2.43139  4.27716  0.34
H  -0.70346  -2.09739  2.04242  0.39
H  0.56032  -2.46267  0.65400  0.44
H  1.60354  0.04625  1.54720  0.16
H  1.65853  0.00209  4.15920  0.39
H  0.03854  0.48730  3.38322  0.17
H  0.26226  -1.26909  4.07897  0.31